[1]
C2H5NOS2 | wB97M-V/def2-TZVPD

```
11
Properties=species:S:1:pos:R:3:lowdin_charge:R:1
C -2.3010 0.0921 0.5334 -0.659
C 2.3994 -0.0539 -0.1354 -0.812
H -1.8987 -1.4100 -1.1707 -0.108
H -2.8723 0.3117 1.4506 0.080
H 0.4330 0.4032 0.0956 0.040
H 1.4329 1.7496 -0.3795 0.109
H 3.3287 0.4472 -0.4109 0.055
N 1.3438 0.7689 -0.1426 0.032
O -1.4839 0.8328 0.0590 -0.068
S -2.7513 -1.4911 -0.1342 0.792
S 2.3694 -1.6507 0.2348 0.539
```

The energy above the lowest of the compared OMol25 structures with the same formula, charge and spin comes out at 7.2 kcal per mole. The lowest unoccupied orbital energy comes out at 0.5 eV. As for the HOMO energy: -8.3 eV. Its SMILES is NC=S.O=CS. The total charge is 0. For the gap between HOMO and LUMO, the calculation gives 8.769 eV.

[2]
C17H31EuF5P2 | wB97M-V/def2-TZVPD

```
56
Properties=species:S:1:pos:R:3:lowdin_charge:R:1
P 3.8609 -5.5553 0.2978 0.804
P 1.2352 -6.3344 1.9923 0.800
C 3.9051 -7.0978 1.3655 -0.447
C 2.5091 -7.6678 1.6446 -0.448
H 4.3930 -6.8163 2.3097 0.072
H 4.5399 -7.8482 0.8718 0.075
H 2.1498 -8.2300 0.7706 0.072
H 2.5354 -8.3595 2.4994 0.075
C 1.2884 -6.3473 3.8371 -0.319
H 0.4535 -5.7379 4.2234 0.036
H 2.2241 -5.8899 4.1963 0.033
H 1.2053 -7.3627 4.2470 0.036
C -0.2843 -7.3352 1.7339 -0.333
H -0.2698 -8.2758 2.3023 0.039
H -0.4008 -7.5693 0.6625 0.034
H -1.1658 -6.7485 2.0429 0.036
C 5.5558 -4.9357 0.6436 -0.333
H 5.7791 -4.0879 -0.0257 0.035
H 6.3233 -5.7092 0.5011 0.039
H 5.6141 -4.5637 1.6803 0.033
C 4.1587 -6.3280 -1.3515 -0.318
H 3.2642 -6.8796 -1.6830 0.034
H 5.0175 -7.0118 -1.3399 0.036
H 4.3477 -5.5312 -2.0912 0.034
Eu -0.1081 0.0799 0.0083 1.655
C -0.9063 -2.0685 0.4504 -0.300
C -0.2775 -1.6340 1.6286 -0.281
C 1.0527 -2.0463 2.0936 -0.219
C 2.2431 -1.1684 1.6470 -0.198
C 2.2072 -0.6714 0.2623 -0.229
C 1.6953 -1.3702 -0.8538 -0.212
C 1.1944 -2.7459 -0.8453 -0.219
C -0.3129 -2.9500 -0.5728 -0.204
C 0.5887 1.7827 -1.0827 -0.394
H -1.9865 -1.8209 0.3266 0.112
H -0.9125 -1.0464 2.3463 0.118
H 1.2295 -3.1003 1.7881 0.081
H 1.0375 -2.0746 3.2096 0.126
H 2.3215 -0.3006 2.3448 0.124
H 3.1990 -1.7253 1.7719 0.132
H 2.6904 0.3082 0.0641 0.115
H 1.8048 -0.8611 -1.8477 0.122
H 1.7872 -3.3330 -0.1087 0.067
H 1.4384 -3.2053 -1.8312 0.127
H -0.8638 -2.8086 -1.5350 0.121
H -0.5138 -4.0028 -0.2777 0.120
H -0.2658 2.0921 -1.6690 -0.026
H 1.4484 1.5256 -1.6801 -0.044
H 0.8234 2.5041 -0.3050 -0.024
F -2.8966 0.2369 1.4390 -0.030
C -2.2167 1.0967 0.5690 -0.509
F -2.9419 1.1842 -0.5912 0.002
C -2.0428 2.4395 1.2162 -0.632
F -3.2210 2.9282 1.5705 0.154
F -1.2641 2.3204 2.3297 0.104
F -1.4553 3.3116 0.3747 0.120
```

The energy above the lowest of the compared OMol25 structures with the same formula, charge and spin comes out at 49.3 kcal per mole. The lowest unoccupied orbital energy (alpha / beta) comes out at -0.5 / -0.2 eV. As for the HOMO energy (alpha / beta): -6.6 / -6.6 eV. The spin multiplicity is 8. The total charge is 0. For the gap between HOMO and LUMO (alpha / beta), the calculation gives 6.174 / 6.427 eV.

[3]
C4H13N2 | wB97M-V/def2-TZVPD

```
19
Properties=species:S:1:pos:R:3:lowdin_charge:R:1
C 1.4580 0.0267 0.0742 -0.191
C 0.6520 0.3144 -1.2468 -0.139
C -0.4671 -0.7329 -1.3189 -0.178
C -1.5781 -0.5204 -0.3273 -0.148
N -1.2096 -0.1801 1.1106 0.149
N 1.1920 1.0289 1.2057 -0.041
H 2.4718 -0.1800 -0.0172 0.085
H 1.1517 -0.9934 0.4848 0.114
H 0.2822 1.3182 -1.4397 0.118
H 1.4548 0.4611 -1.9314 0.103
H -0.1135 -1.6377 -0.8559 0.100
H -0.9023 -1.0419 -2.2469 0.125
H -2.0586 0.4570 -0.5416 0.145
H -2.2851 -1.3154 -0.3475 0.126
H -0.5793 -0.9069 1.6444 0.209
H -2.1122 -0.0286 1.4936 0.141
H -0.6132 0.6511 1.1921 0.088
H 1.6209 0.6868 2.0493 0.071
H 1.4177 2.0612 1.2150 0.122
```

The energy above the lowest of the compared OMol25 structures with the same formula, charge and spin comes out at 52.4 kcal per mole. The lowest unoccupied orbital energy comes out at -3.2 eV. As for the HOMO energy: -14.0 eV. Its SMILES is NCCCC[NH3+]. The total charge is +1. For the gap between HOMO and LUMO, the calculation gives 10.790 eV.

| no. | E_tot (eV) |
| --- | --- |
| 1 | -27362.742 |
| 2 | -69617.947 |
| 3 | -7331.215 |